# 1
# C23H28N3O7Ru

A structure of composition C23H28N3O7Ru (ωB97M-V with the def2-TZVPD basis set, the Open Molecules 2025 dataset).

Each line ends with the natural charge from an NBO analysis.
Cartesian coordinates (Å):
Ru -1.280 1.402 -1.699  1.15
C -2.856 0.536 -5.516  -0.67
C -2.045 0.614 -4.266  0.24
N -2.253 1.549 -3.385  -0.11
O -3.269 2.447 -3.631  -0.54
C -0.977 -0.279 -3.931  0.06
C -0.442 -1.351 -4.818  -0.66
N -0.396 -0.025 -2.755  0.05
O 0.683 -0.579 -2.421  -0.52
H -3.005 1.533 -5.926  0.25
H -3.842 0.124 -5.293  0.25
H -2.373 -0.093 -6.258  0.23
H -3.226 3.038 -2.859  0.51
H -1.238 -1.820 -5.394  0.22
H 0.045 -2.104 -4.202  0.25
H 0.310 -0.968 -5.514  0.23
C 1.490 3.764 -0.291  -0.65
C 0.321 3.859 -1.245  0.15
C 0.394 5.064 -2.166  -0.62
O 0.337 2.668 -2.131  -0.68
C -1.033 3.916 -0.493  0.77
O -1.124 4.653 0.459  -0.60
O -1.998 3.222 -1.033  -0.75
H 2.436 3.776 -0.838  0.21
H 1.423 2.854 0.309  0.23
H 1.462 4.611 0.389  0.26
H 1.343 5.076 -2.704  0.21
H 0.304 5.974 -1.575  0.24
H -0.421 5.031 -2.890  0.22
H 1.108 2.121 -1.912  0.52
C 3.969 -3.827 3.192  -0.64
C 3.230 -2.551 3.500  -0.03
C 3.661 -1.747 4.552  -0.21
C 3.015 -0.562 4.864  -0.21
C 1.901 -0.181 4.135  -0.21
C 1.457 -0.976 3.088  0.11
N 0.319 -0.553 2.346  -0.63
C -0.853 -1.254 2.296  0.34
C -1.128 -2.247 3.255  -0.31
C -2.314 -2.944 3.233  -0.15
C -3.286 -2.695 2.261  -0.28
C -3.031 -1.736 1.309  -0.11
C -1.833 -1.012 1.306  -0.30
C -1.630 -0.050 0.231  0.79
O -2.421 -0.003 -0.782  -0.62
O -0.654 0.778 0.201  -0.69
C 2.126 -2.155 2.736  0.05
C 1.668 -2.954 1.546  -0.67
H 4.718 -4.030 3.957  0.22
H 4.482 -3.770 2.230  0.22
H 3.291 -4.681 3.147  0.22
H 4.521 -2.059 5.133  0.21
H 3.369 0.053 5.681  0.21
H 1.355 0.722 4.374  0.22
H 0.416 0.207 1.691  0.44
H -0.393 -2.444 4.023  0.23
H -2.495 -3.693 3.993  0.21
H -4.217 -3.244 2.257  0.22
H -3.753 -1.521 0.534  0.23
H 0.834 -3.614 1.800  0.23
H 2.471 -3.572 1.151  0.22
H 1.325 -2.295 0.747  0.24

⟨S²⟩ = 0.762
Orbital gap (spin up / spin down) = 0.301 / 0.250 Ha
Energy relative to the best compared isomer or geometry (same formula, charge and spin) = 0.0 kJ/mol
Multiplicity = 2
Molecular weight = 559.561 Da

# 2
# C23H28N4O5S

An isolated molecule of C23H28N4O5S (ωB97M-V with the def2-TZVPD basis set, the Open Molecules 2025 dataset).

Each line ends with the natural charge from an NBO analysis.
Cartesian coordinates (Å):
C -5.297 -1.983 -1.474  -0.64
C -4.053 -2.667 -0.930  -0.07
O -3.014 -1.725 -0.638  -0.51
C -2.287 -1.281 -1.657  0.79
O -2.404 -1.637 -2.799  -0.60
C -1.259 -0.249 -1.200  -0.34
N -0.958 -0.309 0.210  -0.43
C -0.314 -1.331 0.811  0.70
O -0.092 -1.353 2.008  -0.63
C 0.232 -2.469 -0.063  -0.31
N 1.678 -2.458 0.054  -0.58
C 2.363 -1.345 -0.289  0.67
O 1.817 -0.395 -0.840  -0.67
C 3.796 -1.337 -0.002  -0.32
C 4.655 -0.310 -0.292  -0.18
C 5.976 -0.567 0.112  -0.26
C 6.112 -1.785 0.703  -0.38
S 4.631 -2.642 0.782  0.44
C -1.426 0.796 1.040  -0.17
C -0.771 2.138 0.656  0.68
O -1.317 3.199 0.883  -0.63
N 0.443 2.015 0.103  -0.63
C 1.266 3.142 -0.262  -0.06
C 2.545 3.233 0.578  -0.40
C 3.459 4.091 -0.288  -0.40
C 3.213 3.573 -1.709  -0.41
C 1.770 3.038 -1.714  -0.41
C -2.936 0.823 1.033  0.03
C -3.676 1.608 0.159  -0.25
C -5.058 1.490 0.173  0.04
N -5.714 0.661 0.966  -0.43
C -5.008 -0.075 1.809  0.03
C -3.627 -0.033 1.884  -0.24
H -5.073 -1.504 -2.423  0.22
H -5.657 -1.234 -0.773  0.23
H -6.075 -2.724 -1.629  0.22
H -4.256 -3.158 0.023  0.19
H -3.671 -3.394 -1.655  0.20
H -1.681 0.735 -1.418  0.25
H -0.350 -0.351 -1.804  0.26
H -0.042 -2.380 -1.114  0.22
H -0.141 -3.414 0.331  0.24
H 2.113 -3.138 0.656  0.41
H 4.329 0.591 -0.780  0.24
H 6.791 0.119 -0.028  0.23
H 6.998 -2.236 1.102  0.24
H -1.085 0.569 2.059  0.28
H 0.853 1.104 -0.067  0.44
H 0.657 4.038 -0.117  0.23
H 2.364 3.660 1.562  0.22
H 2.963 2.232 0.702  0.20
H 4.506 4.018 0.005  0.21
H 3.156 5.136 -0.213  0.20
H 3.358 4.357 -2.450  0.21
H 3.913 2.770 -1.941  0.19
H 1.131 3.600 -2.392  0.21
H 1.750 1.992 -2.021  0.22
H -3.200 2.316 -0.501  0.23
H -5.671 2.081 -0.494  0.19
H -5.584 -0.734 2.446  0.19
H -3.092 -0.660 2.580  0.22

Structure (SMILES) = CCOC(=O)CN(C(=O)CNC(=O)c1cccs1)[C@@H](C(=O)NC1CCCC1)c1ccncc1
Orbital gap = 0.333 Ha
Energy relative to the best compared isomer or geometry (same formula, charge and spin) = 43.4 kJ/mol
Molecular weight = 472.567 Da

# 3
# C23H28N6O2

An isolated molecule of C23H28N6O2 in a non-equilibrium geometry (ωB97M-V with the def2-TZVPD basis set, the Open Molecules 2025 dataset).

Each line ends with the natural charge from an NBO analysis.
Cartesian coordinates (Å):
C -1.627 0.595 2.153  -0.65
C -1.592 1.455 0.922  -0.07
C -2.462 1.187 -0.124  -0.20
C -2.468 1.956 -1.274  -0.23
C -1.604 3.031 -1.378  -0.20
C -0.724 3.316 -0.352  -0.24
C -0.694 2.523 0.789  0.22
N 0.264 2.720 1.796  -0.64
C 1.231 3.679 1.879  0.70
O 1.211 4.732 1.281  -0.62
C 2.396 3.272 2.772  -0.48
C 3.501 2.684 1.859  -0.41
C 2.876 1.822 0.811  -0.15
C 2.562 2.216 -0.517  0.19
C 2.973 3.459 -1.215  -0.66
N 1.821 1.302 -1.101  -0.29
N 1.631 0.320 -0.201  -0.20
C 0.706 -0.672 -0.475  0.30
C 0.043 -0.676 -1.720  -0.17
C -0.905 -1.636 -1.923  -0.25
C -1.150 -2.558 -0.873  0.35
N -2.129 -3.504 -0.923  -0.41
C -2.670 -4.032 -2.157  -0.24
C -1.927 -5.324 -2.529  -0.08
O -2.019 -6.275 -1.495  -0.52
C -1.493 -5.770 -0.284  -0.08
C -2.216 -4.487 0.141  -0.26
N -0.468 -2.474 0.271  -0.30
N 0.428 -1.554 0.466  -0.24
C 2.275 0.593 0.977  0.19
C 2.325 -0.339 2.130  -0.65
H -1.575 1.194 3.062  0.21
H -2.552 0.023 2.177  0.23
H -0.805 -0.123 2.149  0.23
H -3.145 0.354 -0.032  0.21
H -3.151 1.721 -2.076  0.21
H -1.607 3.648 -2.263  0.21
H -0.046 4.148 -0.433  0.25
H 0.375 1.923 2.406  0.40
H 2.082 2.531 3.508  0.20
H 2.778 4.151 3.289  0.23
H 4.213 2.121 2.467  0.22
H 4.032 3.502 1.374  0.23
H 4.059 3.525 -1.270  0.22
H 2.561 3.460 -2.220  0.23
H 2.603 4.328 -0.673  0.25
H 0.288 0.077 -2.449  0.26
H -1.454 -1.670 -2.850  0.22
H -2.598 -3.310 -2.967  0.21
H -3.727 -4.265 -1.987  0.20
H -2.371 -5.788 -3.412  0.20
H -0.870 -5.087 -2.733  0.16
H -1.628 -6.559 0.456  0.20
H -0.420 -5.556 -0.400  0.17
H -1.760 -4.071 1.037  0.25
H -3.274 -4.703 0.316  0.20
H 2.666 -1.319 1.803  0.25
H 3.011 0.047 2.881  0.21
H 1.343 -0.482 2.576  0.23

Structure (SMILES) = Cc1ccccc1NC(=O)CCc1c(C)nn(-c2ccc(N3CCOCC3)nn2)c1C
Orbital gap = 0.308 Ha
Energy relative to the best compared isomer or geometry (same formula, charge and spin) = 201.2 kJ/mol
Molecular weight = 420.517 Da

# 4
# C23H28NO4SSr

A structure of composition C23H28NO4SSr in a non-equilibrium geometry (ωB97M-V with the def2-TZVPD basis set, the Open Molecules 2025 dataset).

Each line ends with the natural charge from an NBO analysis.
Cartesian coordinates (Å):
C -0.628 -2.096 0.281  -0.30
C -1.661 -1.225 -0.142  -0.30
C -1.585 -1.093 -1.548  -0.37
H -2.409 -0.759 0.500  0.21
C -0.542 -1.930 -2.018  -0.46
C 0.033 -2.590 -0.880  -0.50
H -0.298 -2.122 -3.062  0.18
C -0.018 2.047 2.488  -0.34
C -1.238 1.415 2.101  -0.33
C -1.764 2.115 0.993  -0.34
H -1.684 0.541 2.559  0.19
C -0.790 3.065 0.576  -0.19
C 0.209 3.136 1.611  -0.37
H -2.263 -0.510 -2.174  0.20
H 0.779 -3.384 -0.906  0.20
H -0.423 -2.390 1.306  0.21
H 0.995 3.889 1.697  0.18
H -2.720 1.954 0.501  0.19
H 0.623 1.740 3.308  0.18
Sr 2.078 -0.633 -1.195  1.85
C -0.582 3.412 -0.885  -0.05
C 0.311 4.640 -1.020  -0.61
C -1.905 3.700 -1.591  -0.60
H -0.120 5.453 -0.407  0.22
H 0.324 4.994 -2.061  0.17
H 1.342 4.463 -0.683  0.21
H -2.452 4.456 -1.003  0.22
H -2.537 2.810 -1.695  0.22
H -1.720 4.111 -2.595  0.17
C 0.087 2.079 -1.381  -0.56
C 0.742 1.786 -2.704  0.79
H -0.691 1.301 -1.256  0.33
H 0.871 1.862 -0.630  0.22
O 1.759 1.001 -2.652  -0.81
N 0.174 2.139 -3.887  -0.70
C 0.029 1.068 -4.962  -0.25
H 0.416 3.062 -4.232  0.42
C -1.380 0.512 -4.975  0.04
C -1.719 -0.797 -5.370  -0.23
H -0.930 -1.499 -5.660  0.21
C -3.063 -1.202 -5.384  -0.20
H -3.329 -2.226 -5.659  0.21
C -4.080 -0.302 -5.030  -0.22
H -5.128 -0.618 -5.046  0.21
C -3.742 0.997 -4.642  -0.19
H -4.504 1.717 -4.335  0.21
C -2.400 1.395 -4.626  -0.24
H -2.117 2.404 -4.325  0.23
H 0.770 0.265 -4.805  0.22
H 0.263 1.589 -5.918  0.20
C 3.893 -0.943 2.860  -0.90
S 3.118 -1.577 1.395  2.33
O 3.982 -1.141 0.239  -1.12
O 2.986 -3.020 1.523  -0.97
O 1.801 -0.844 1.247  -1.04
H 4.973 -0.892 2.682  0.24
H 3.677 -1.654 3.665  0.24
H 3.489 0.046 3.098  0.26

Orbital gap = 0.166 Ha
Energy relative to the best compared isomer or geometry (same formula, charge and spin) = 0.0 kJ/mol
Charge = -1
Molecular weight = 502.167 Da

Question: The highest energy relative to the best compared isomer or geometry (same formula, charge and spin) belongs to which entry?
Answer: C23H28N6O2

Question: Look up the energy relative to the best compared isomer or geometry (same formula, charge and spin) of the first one.
Answer: 0.0 kJ/mol